ORCA calculation (ωB97M-V with the def2-TZVPD basis set) on a structure of composition C57H42N8OSc in a non-equilibrium geometry.

Cartesian coordinates (Å):
Sc1 0.68117 0.30439 0.36566
C1 0.59338 -3.79761 -6.65020
C2 1.57772 -2.93832 -6.19001
C3 1.37577 -2.20281 -5.03636
C4 0.18461 -2.31265 -4.32841
C5 -0.80067 -3.17051 -4.79972
C6 -0.59704 -3.90755 -5.95284
C7 0.00021 -1.54139 -3.06393
C8 -0.42942 -0.25524 -3.20944
C9 -0.57114 0.29205 -4.54017
C10 -0.48053 1.61907 -4.71252
C11 -1.45212 1.83645 -2.47720
C12 -1.79086 2.79930 -1.38971
C13 -2.28689 4.11232 -1.87448
C14 -3.50969 4.26445 -2.52217
C15 -3.93781 5.50207 -2.97107
C16 -3.15870 6.62528 -2.76402
C17 -1.95276 6.49845 -2.09278
C18 -1.52447 5.26059 -1.65273
C19 -1.78571 2.59439 -0.03504
N1 -1.38219 1.49310 0.67624
C20 -1.79417 1.70320 1.95977
C21 -1.67380 0.84857 3.05074
C22 -2.28933 1.24745 4.33495
C23 -3.36294 0.51913 4.84118
C24 -3.92821 0.84372 6.05956
C25 -3.42924 1.90685 6.79355
C26 -2.36571 2.64258 6.29854
C27 -1.80128 2.31774 5.07872
C28 -1.02575 -0.40257 3.04079
C29 -0.94679 -1.30147 4.16489
C30 -0.24115 -2.38049 3.74791
C31 0.09432 -2.14239 2.37078
N2 -0.38122 -0.91805 1.97877
C32 0.71209 -3.05004 1.52592
C33 0.79432 -2.91545 0.12401
C34 1.11147 -4.01832 -0.72057
C35 0.83768 -3.61807 -1.99385
C36 0.38748 -2.26777 -1.90676
N3 0.38577 -1.83968 -0.61819
C37 1.21451 -4.30660 2.12663
C38 2.58046 -4.49700 2.30727
C39 3.05468 -5.65611 2.89491
C40 2.17188 -6.64392 3.29768
C41 0.81077 -6.46686 3.11364
C42 0.33530 -5.30539 2.53254
C43 -2.46489 2.98564 2.07067
C44 -2.43349 3.54946 0.85466
N4 -0.46638 0.72571 -2.11978
H1 0.76410 -4.39568 -7.53473
H2 2.51034 -2.84781 -6.72889
H3 2.14720 -1.54743 -4.65948
H4 -1.72085 -3.26874 -4.24487
H5 -1.36686 -4.57930 -6.30543
H6 -0.70715 -0.38317 -5.36916
H7 -0.60070 2.14130 -5.64645
H8 -4.16589 3.41480 -2.63282
H9 -4.88806 5.59013 -3.48066
H10 -3.49385 7.59347 -3.10805
H11 -1.34178 7.37288 -1.91444
H12 -0.59209 5.16684 -1.11834
H13 -3.75365 -0.30414 4.26052
H14 -4.76001 0.26626 6.44091
H15 -3.86562 2.15857 7.74976
H16 -1.97089 3.47080 6.87147
H17 -0.97216 2.89172 4.69383
H18 -1.37005 -1.13481 5.13821
H19 0.00783 -3.26154 4.30939
H20 1.46175 -4.97835 -0.38969
H21 0.92231 -4.19872 -2.89326
H22 3.26559 -3.72432 1.99104
H23 4.11751 -5.79095 3.04261
H24 2.54300 -7.55158 3.75254
H25 0.11743 -7.23690 3.42447
H26 -0.72484 -5.16116 2.38146
H27 -2.89560 3.38175 2.97114
H28 -2.83891 4.49594 0.55655
C45 2.70183 -0.33534 1.28972
H29 2.99453 -1.31926 0.90243
H30 2.62035 -0.43695 2.38202
H31 3.54753 0.33622 1.09881
C46 3.86287 2.92636 -2.83705
N5 2.44911 2.71966 -3.04669
C47 1.63977 3.78631 -3.43550
C48 0.31413 3.72304 -3.59910
C49 -0.30011 2.37807 -3.44007
N6 0.54873 1.63865 -2.53352
C50 1.86192 1.62836 -2.39612
O1 2.47526 0.80978 -1.72196
N7 -2.60482 1.29565 -3.15320
H32 4.35751 3.15699 -3.78302
H33 4.25858 1.99695 -2.42691
H34 4.04746 3.73442 -2.12279
H35 2.18362 4.70642 -3.58770
H36 -0.25964 4.57453 -3.91336
H37 -3.09827 2.01752 -3.66320
H38 -3.21832 0.86287 -2.46983
N8 0.67347 7.74394 2.55892
C51 0.81826 6.64107 2.26180
C52 0.99751 5.30230 1.87738
C53 0.88126 4.25149 2.79090
C54 0.98531 2.94067 2.36620
C55 1.17169 2.55655 1.01498
C56 1.35921 3.66167 0.15829
C57 1.28900 4.98492 0.55138
H39 0.69449 4.49066 3.83106
H40 0.90054 2.16234 3.12155
H41 1.55978 3.49104 -0.89189
H42 1.44961 5.78894 -0.15812

ΔE to the lowest compared entry with this formula, charge and spin = 118.4 kcal per mole
HOMO = -3.7 eV
Lowest unoccupied orbital energy = 1.499 eV
Kohn-Sham gap = 5.2 eV
Energy = -3471.33373 a.u.
Total charge = -1
Spin multiplicity = 1